55
Properties=species:S:1:pos:R:3:mulliken_charge:R:1 method="wB97M-V/def2-TZVPD" homo_energy_ev=-10.957 e_tot_ha=-6161.5475 de_lowest_ev=0.0000 total_charge=+1 e_lumo_ev=-2.89
Rb 0.08 -0.66 0.98 0.89
O 0.51 2.88 4.73 -0.46
C 0.41 1.78 3.98 0.07
O 0.29 1.81 2.78 -0.38
C 0.49 0.53 4.80 0.45
C 0.51 0.56 6.19 -0.50
C 0.55 -0.64 6.87 -0.59
C 0.59 -1.82 6.14 -0.68
C 0.58 -1.75 4.75 0.56
N 0.51 -0.60 4.09 0.02
C 0.63 -2.97 3.87 0.48
O 1.21 -4.06 4.38 -0.43
O 0.17 -2.98 2.76 -0.48
H 0.45 3.65 4.14 0.38
H 0.49 1.51 6.71 0.47
H 0.55 -0.66 7.95 0.45
H 0.59 -2.77 6.66 0.37
H 1.62 -3.89 5.23 0.32
Se -4.05 -0.27 -6.58 0.26
N -3.47 0.98 -5.45 -0.84
C -3.08 0.36 -4.37 0.90
C -2.55 1.05 -3.20 0.91
C -2.44 2.44 -3.16 -0.69
C -1.93 3.03 -2.02 -0.69
C -1.55 2.20 -0.96 -0.52
N -1.65 0.88 -0.99 -0.25
C -2.14 0.30 -2.09 -0.58
C -2.24 -1.18 -2.10 -0.32
N -1.82 -1.84 -1.02 -0.24
C -1.91 -3.16 -1.01 -0.33
C -2.43 -3.90 -2.06 -0.72
C -2.86 -3.24 -3.18 -0.63
C -2.77 -1.84 -3.21 0.80
C -3.19 -1.07 -4.38 0.84
N -3.69 -1.61 -5.46 -0.84
H -2.76 3.02 -4.01 0.52
H -1.84 4.10 -1.94 0.44
H -1.15 2.64 -0.05 0.57
H -1.55 -3.66 -0.11 0.48
H -2.49 -4.98 -1.99 0.41
H -3.27 -3.76 -4.04 0.52
C 2.87 2.71 -0.55 -0.96
As 3.06 0.98 -1.38 0.70
C 4.94 0.63 -1.56 -1.06
C 2.37 1.16 -3.17 -0.92
O 2.30 -0.21 -0.53 -0.63
H 3.38 3.47 -1.14 0.39
H 3.30 2.66 0.45 0.33
H 1.81 2.94 -0.48 0.22
H 5.43 1.43 -2.11 0.37
H 5.07 -0.31 -2.07 0.35
H 5.37 0.55 -0.56 0.34
H 2.90 1.95 -3.70 0.38
H 1.31 1.39 -3.12 0.19
H 2.50 0.21 -3.69 0.35